No. 1
{"formula": "C7H7ClNO5S", "method": "ωB97M-V/def2-TZVPD", "charge": -1, "homo_ev": -5.12, "homo_lumo_gap_ev": 8.2, "smiles": "C[C@]1(S(=O)(=O)[O-])C(Cl)=CC=C[C@@H]1[N+](=O)[O-]", "total_energy_ev": -42456.7940, "species": ["C", "H", "C", "N", "C", "O", "H", "O", "C", "H", "H", "H", "C", "O", "S", "H", "O", "C", "H", "C", "Cl", "O"], "xyz": [[-0.5500, -0.0569, -0.2920], [-2.3558, -0.4531, -1.3232], [-1.9464, -0.6231, -0.3292], [-0.2239, -0.8867, 2.0572], [1.8004, -0.7040, -1.0279], [-1.4300, 1.4636, -2.2945], [-0.5157, 1.1048, 1.4708], [-0.2109, -2.0278, 1.6556], [0.4843, -0.7763, -1.2507], [2.5038, -1.1168, -1.7348], [3.3588, 0.1208, 0.2153], [1.8784, 0.9220, 1.9814], [0.0028, 0.2196, 1.0763], [-1.4684, 2.3715, -0.0217], [-0.7094, 1.6757, -1.0514], [-2.5663, -0.0764, 0.3794], [-0.3460, -0.5767, 3.2238], [2.2921, -0.0353, 0.1452], [-1.9670, -1.6888, -0.0971], [1.4882, 0.4256, 1.1053], [-0.1667, -1.4408, -2.6640], [0.6480, 2.1591, -1.2238]], "forces_ev_per_angstrom": [[1.30, -0.09, -2.05], [-0.06, -0.09, 0.08], [-0.26, -0.28, 0.01], [-0.24, -0.29, 0.26], [-0.66, -0.42, -0.44], [-0.01, -0.03, 0.07], [0.08, -0.41, 0.08], [0.01, -0.35, -0.14], [-0.64, 1.17, 1.83], [0.00, -0.04, -0.11], [0.10, 0.05, 0.10], [0.08, 0.07, 0.02], [0.37, 0.51, -0.06], [-0.18, 0.16, 0.11], [0.07, 0.12, -0.20], [-0.07, 0.00, 0.08], [-0.06, 0.16, 0.35], [-0.14, 0.32, 0.65], [0.01, 0.06, 0.03], [0.48, -0.08, 0.01], [-0.13, -0.59, -0.70], [-0.06, 0.07, 0.04]], "mulliken_charge": [0.73, 0.53, -2.16, 1.12, -0.48, -0.68, 0.53, -0.61, 0.14, 0.41, 0.38, 0.39, -0.10, -0.73, 1.35, 0.43, -0.69, -0.14, 0.43, -1.00, -0.20, -0.64]}

***

No. 2
{"formula": "C53H40AsBrF4N2OP2Rb", "method": "ωB97M-V/def2-TZVPD", "charge": 1, "homo_ev": -10.42, "homo_lumo_gap_ev": 8.6, "total_energy_ev": -221617.4484, "species": ["C", "H", "H", "H", "C", "C", "C", "C", "C", "C", "C", "H", "C", "C", "C", "H", "C", "H", "C", "C", "H", "C", "H", "H", "C", "H", "H", "C", "H", "H", "C", "C", "C", "H", "H", "C", "F", "C", "H", "C", "C", "C", "C", "H", "C", "C", "H", "H", "N", "C", "H", "H", "C", "H", "C", "H", "H", "C", "C", "H", "C", "C", "C", "C", "O", "As", "C", "Br", "C", "H", "H", "C", "H", "H", "C", "H", "N", "F", "C", "Rb", "C", "C", "C", "P", "H", "C", "H", "H", "H", "H", "H", "C", "H", "C", "H", "H", "F", "F", "C", "C", "P", "C", "C", "H", "C"], "xyz": [[10.1682, 12.0154, 22.0437], [12.5786, 15.8092, 12.7084], [8.3894, 10.5497, 19.5544], [14.3659, 12.4991, 22.7136], [8.6902, 7.1980, 22.1892], [11.7654, 10.6484, 9.8959], [9.4501, 7.6019, 19.5667], [17.6365, 14.4000, 16.2066], [7.5967, 13.7444, 15.2057], [9.3848, 10.9206, 9.7350], [12.9856, 12.8724, 19.1490], [10.6581, 14.2850, 12.9966], [12.7297, 14.7868, 13.0465], [8.6589, 6.5303, 19.8932], [7.6433, 12.0040, 20.9098], [18.2675, 15.1932, 15.8249], [11.8626, 12.6396, 13.6844], [8.4785, 10.9354, 9.1380], [16.0923, 7.1773, 18.6387], [8.7396, 12.9474, 15.0434], [18.2697, 8.6426, 20.7878], [12.3826, 9.3226, 21.2607], [12.7275, 10.5053, 9.4205], [14.3928, 13.7065, 16.8229], [9.4822, 8.2633, 21.8284], [14.6669, 8.2390, 17.4205], [15.2258, 11.0478, 20.9163], [9.2947, 13.2315, 17.2662], [8.3279, 11.2837, 11.5570], [13.9300, 9.3474, 24.2727], [18.2190, 13.2135, 16.6338], [14.2276, 13.0412, 13.7609], [12.6836, 9.6855, 22.5690], [15.1991, 7.5325, 23.2068], [17.5785, 6.4228, 19.9710], [11.6806, 10.8700, 11.2529], [8.3137, 7.0252, 23.4419], [17.4315, 12.2228, 17.1893], [14.8733, 14.9698, 13.1420], [9.2992, 11.1259, 11.1021], [13.1114, 8.2897, 20.6715], [16.2584, 14.5796, 16.2717], [11.6573, 13.9412, 13.2268], [13.3438, 11.2032, 14.3475], [14.1089, 7.6308, 21.3829], [15.8429, 9.5511, 18.6341], [15.2233, 12.6952, 13.9937], [11.1406, 12.0132, 22.5127], [9.5673, 12.7233, 16.0600], [15.4659, 13.5685, 16.7911], [11.6573, 14.3348, 19.9718], [6.6663, 11.9454, 20.4713], [9.1700, 12.8314, 22.5606], [7.9996, 14.4264, 18.4934], [12.9965, 13.5292, 21.4453], [15.8213, 15.5039, 15.9069], [12.6028, 14.1655, 22.2223], [10.4565, 11.1107, 11.8619], [9.9238, 11.1878, 20.9569], [8.8169, 12.8912, 13.0132], [8.6455, 11.2098, 20.3828], [10.6103, 10.6922, 9.1260], [8.1888, 14.0246, 17.5088], [14.0169, 14.3275, 13.3261], [13.9691, 10.5649, 16.7242], [14.9093, 11.0760, 17.9657], [14.4714, 11.8083, 20.6999], [9.9335, 7.7511, 17.7636], [7.8998, 12.8354, 21.9896], [6.9127, 13.8924, 14.3760], [12.6076, 10.8635, 11.8010], [17.1016, 7.3105, 19.5789], [12.8624, 7.9959, 19.6471], [14.6332, 6.7963, 20.9376], [14.4164, 8.0357, 22.6642], [12.0931, 10.4356, 23.0759], [9.0732, 12.3440, 13.8266], [9.8426, 9.0809, 22.8257], [12.4664, 13.6412, 20.1661], [11.3598, 10.4074, 16.6937], [9.8856, 8.4953, 20.5299], [7.3186, 14.2597, 16.4462], [17.4876, 8.5531, 20.0452], [11.0014, 9.8943, 20.1874], [6.4322, 14.8504, 16.6066], [13.6984, 9.0548, 23.2615], [10.6444, 10.5182, 8.0560], [17.8874, 11.3146, 17.5651], [12.6174, 12.9673, 18.1264], [15.8033, 6.1924, 18.2939], [19.2977, 13.0852, 16.5752], [15.4491, 8.3085, 18.1616], [9.3763, 13.4474, 23.4250], [14.0033, 11.9678, 19.4175], [9.9957, 12.9837, 18.0535], [7.1048, 13.4517, 22.3934], [7.5329, 5.2898, 21.5453], [8.2622, 5.6504, 18.9740], [16.8739, 9.6856, 19.5605], [13.9868, 12.6149, 21.7088], [10.5075, 11.4292, 13.6623], [8.2789, 6.3223, 21.2104], [13.1435, 12.2029, 13.9870], [17.1752, 10.6592, 19.9161], [16.0651, 12.4184, 17.2784]], "forces_ev_per_angstrom": [[0.17, -0.01, 0.06], [0.02, -0.19, -0.01], [0.15, 0.08, 0.05], [0.06, 0.02, 0.08], [-0.09, 0.02, -0.16], [-0.22, 0.19, -0.44], [0.12, 0.05, -0.11], [0.05, 0.04, -0.05], [-0.17, -0.34, -0.54], [-0.15, -0.08, -0.34], [-0.12, -0.08, -0.61], [-0.06, 0.03, -0.04], [0.23, 0.29, 0.20], [-0.33, -0.60, 0.16], [0.26, 0.07, -0.06], [-0.04, -0.03, -0.05], [-0.22, 0.19, -0.17], [0.10, 0.00, 0.03], [0.02, 0.01, -0.03], [0.20, 0.04, 0.16], [0.03, -0.05, -0.02], [-0.15, -0.04, 0.06], [-0.01, -0.11, 0.07], [-0.02, -0.07, 0.02], [-0.02, 0.19, 0.60], [-0.09, 0.04, -0.07], [-0.27, 0.29, 0.03], [-0.49, 0.25, -0.33], [0.06, 0.00, 0.01], [-0.03, 0.07, 0.16], [0.34, 0.30, 0.05], [-0.06, -0.15, 0.49], [-0.38, 0.23, 0.07], [0.13, -0.08, 0.13], [0.08, -0.04, -0.01], [0.28, -0.19, -0.31], [-0.03, -0.08, 0.22], [0.16, -0.05, 0.08], [-0.12, 0.02, 0.09], [-0.12, -0.05, -0.03], [-0.02, 0.01, -0.18], [0.24, -0.01, -0.10], [0.09, -0.08, 0.05], [-0.12, -0.12, 0.08], [-0.22, -0.03, -0.45], [0.21, 0.50, 0.14], [0.11, -0.03, -0.07], [-0.06, 0.06, 0.01], [0.24, -0.39, 0.07], [0.04, 0.46, 0.02], [0.04, 0.01, 0.00], [-0.36, 0.13, -0.11], [-0.23, 0.06, -0.22], [0.00, -0.02, 0.03], [-0.33, 0.41, -0.16], [-0.04, -0.14, 0.07], [0.01, 0.03, 0.18], [0.11, 0.34, 0.60], [-0.23, -0.37, -0.15], [-0.23, -0.07, 0.06], [0.10, -0.09, 0.10], [-0.22, -0.18, -0.12], [0.19, -0.23, 0.11], [0.20, 0.47, -0.53], [-0.69, -0.12, -0.24], [0.17, -0.09, 0.01], [0.67, -0.43, 0.17], [-0.10, -0.35, -0.31], [0.16, -0.07, 0.17], [0.11, 0.01, 0.05], [0.04, 0.05, 0.33], [0.00, -0.42, 0.08], [0.18, -0.04, 0.25], [0.01, 0.08, -0.04], [0.09, -0.16, 0.11], [0.07, -0.03, -0.02], [-0.27, 0.72, -0.04], [0.02, -0.07, -0.16], [-0.15, 0.21, 0.03], [-0.05, 0.28, -0.09], [0.10, 0.03, 0.18], [0.25, 0.13, 0.22], [0.33, -0.05, 0.22], [0.20, 0.57, 0.00], [-0.15, 0.11, -0.06], [0.12, 0.11, -0.02], [0.08, 0.08, 0.09], [-0.02, -0.02, -0.07], [-0.02, 0.10, 0.19], [0.00, 0.03, -0.04], [-0.21, 0.01, -0.03], [0.15, -0.04, 0.00], [0.03, 0.04, 0.01], [0.07, -0.37, -0.47], [0.06, 0.04, 0.17], [0.11, -0.02, 0.04], [-0.23, -0.30, -0.06], [-0.02, 0.09, 0.07], [-0.34, -0.02, -0.12], [0.09, -0.11, 0.52], [0.05, -0.69, 0.23], [-0.01, -0.06, -0.10], [0.11, 0.00, -0.21], [0.08, 0.13, 0.01], [0.09, -0.26, 0.10]], "mulliken_charge": [-0.01, 0.41, 0.33, 0.44, 0.34, -0.79, 0.10, -0.60, -0.82, -0.60, 0.00, 0.34, -0.85, 0.35, -0.75, 0.40, 0.59, 0.39, -0.79, 0.21, 0.44, 1.59, 0.41, 0.22, -0.05, 0.58, 0.13, -0.50, 0.48, 0.50, -0.73, -1.07, -0.29, 0.43, 0.41, -0.56, -0.28, -0.22, 0.47, -0.36, -0.92, -0.73, -0.38, 0.72, -0.80, 0.19, 0.49, 0.14, 0.34, -0.70, 0.51, 0.51, -0.93, 0.52, -1.00, 0.48, 0.37, 0.53, 1.45, 0.41, -1.08, -0.47, -0.75, -0.44, -0.57, 1.43, -0.06, -0.22, -0.82, 0.45, 0.35, -0.51, 0.26, 0.62, -0.84, 0.32, -0.05, -0.40, -1.03, 0.91, -0.17, -0.60, -0.91, 0.53, 0.43, -0.83, 0.38, 0.44, 0.56, 0.41, 0.42, -0.66, 0.49, 0.96, 0.56, 0.41, -0.28, -0.33, -0.29, -0.69, -0.01, 0.63, -0.27, 0.57, 0.64]}

***

No. 3
{"formula": "CClFO3P", "method": "ωB97M-V/def2-TZVPD", "charge": -1, "homo_ev": -4.96, "homo_lumo_gap_ev": 8.6, "smiles": "O=[P@@]1([O-])O[C@]1(F)Cl", "total_energy_ev": -31711.3697, "species": ["Cl", "O", "O", "P", "F", "C", "O"], "xyz": [[2.2636, 0.8265, -0.1574], [-1.9911, -0.5911, -0.4053], [-1.0670, 1.8395, -0.1572], [-0.9294, 0.3792, -0.1116], [1.3477, -1.5399, -0.3115], [0.9078, -0.2729, -0.1152], [0.1725, -0.1568, 1.1070]], "forces_ev_per_angstrom": [[0.78, 0.25, -0.06], [-0.23, -0.28, -0.05], [-0.05, 0.37, 0.00], [3.17, -1.32, 0.61], [0.09, 0.00, 0.01], [-3.33, 0.82, 0.23], [-0.44, 0.16, -0.74]], "mulliken_charge": [-0.22, -0.68, -0.66, 0.91, -0.23, 0.26, -0.38]}